[1]
Below is 2 unconnected molecules or ions with the total composition ClNO2, with properties calculated with wB97M-V/def2-TZVPD.

Each line ends with the Löwdin charge.
Geometry (Å):
1 N -0.9073 -0.3549 0.4220  -0.23
2 O -1.1469 0.3249 1.3301  0.16
3 O -0.1619 -0.6456 -0.4087  0.07
4 Cl 2.2161 0.6756 -1.3434  0.01

Calculated values
- energy above the lowest of the compared OMol25 structures with the same formula, charge and spin (kcal/mol) = 13.8
- lowest unoccupied orbital energy (spin up / spin down) (eV) = -0.97 / -3.63
- HOMO-LUMO gap (spin up / spin down) (Ha) = 0.40192 / 0.22494

***

[2]
Below is a molecular structure, C9H10O4, with properties calculated with wB97M-V/def2-TZVPD.

Each line ends with the Löwdin charge.
Geometry (Å):
1 C -4.2076 -0.3700 -0.5947  -0.12
2 C -3.0258 -0.4562 0.5024  -0.29
3 C -0.9090 0.4462 -0.0746  -0.43
4 C 0.6922 0.0897 -0.0350  -0.05
5 C 1.1427 -1.2222 0.4643  0.02
6 C 2.3336 -1.5037 -0.0431  -0.02
7 C 3.2264 -0.3950 -0.1617  -0.35
8 C 2.8594 0.9464 -0.1610  0.02
9 C 1.4555 1.1686 -0.1095  -0.32
10 H -3.4669 0.2227 -1.2640  0.06
11 H -4.8783 -1.5669 -1.2726  0.18
12 H -5.1387 0.3772 -0.0905  0.13
13 H -3.2166 -1.3859 1.3093  0.16
14 H -3.2390 0.3772 1.1900  0.11
15 H 0.3357 -1.9136 0.5696  0.11
16 H 2.6388 -2.5050 -0.0301  0.11
17 H 5.0763 0.0912 -0.6997  0.19
18 H 3.8071 1.8043 0.2578  0.22
19 H 1.8998 2.9915 0.1133  0.18
20 O -1.6813 -0.5331 0.1604  0.00
21 O -1.2590 1.6037 -0.2495  0.10
22 O 4.5420 -0.6720 -0.1708  0.00
23 O 1.0129 2.4050 0.3896  0.00

Calculated values
- energy above the lowest of the compared OMol25 structures with the same formula, charge and spin (kcal/mol) = 182.0
- lowest unoccupied orbital energy (eV) = 0.40
- HOMO-LUMO gap (Ha) = 0.32281

***

[3]
Below is a molecular structure, C13H28B2Cl5CsF2MgN2O17S, with properties calculated with wB97M-V/def2-TZVPD.

Each line ends with the Löwdin charge.
Geometry (Å):
1 C -5.0221 -1.8412 0.7304  -0.05
2 N -3.7944 -1.4611 -0.0138  -0.07
3 C -2.5634 -1.8928 0.6612  -0.11
4 B -3.8037 -0.0713 -0.3955  -0.59
5 O -3.2107 0.2483 -1.6163  0.08
6 B -4.5076 1.0823 0.5656  0.02
7 C -3.7477 1.9505 1.6881  -0.21
8 C -3.8972 1.1911 3.0921  -0.07
9 C -2.5730 0.7104 3.8027  -0.48
10 N -1.4308 1.6574 3.8329  -0.07
11 O -2.5385 -0.3755 4.3058  0.11
12 H -5.1621 -2.9223 0.6947  0.06
13 H -5.0449 -1.4546 1.7572  0.08
14 H -5.8622 -1.4221 0.1855  0.09
15 H -1.8486 -2.1237 -0.1178  -0.05
16 H -2.6897 -2.8284 1.1869  0.09
17 H -2.0888 -1.1018 1.3151  0.04
18 H -2.3328 -0.1405 -1.6904  0.05
19 H -5.6835 1.2631 0.4442  0.08
20 H -4.2915 2.8849 1.7582  0.09
21 H -2.6978 2.2165 1.4146  -0.11
22 H -4.3646 1.8810 3.7848  0.12
23 H -4.5559 0.3504 2.9252  0.09
24 H -0.9605 1.5600 2.9063  -0.45
25 H -0.7819 1.2775 4.5343  0.10
26 Cs -0.7141 1.5408 1.3856  1.42
27 O -7.0107 -4.0931 -0.4238  -0.41
28 Cl -6.2745 -5.3410 -0.5499  0.62
29 O -7.0263 -6.4008 0.0976  -0.41
30 O -4.9895 -5.2032 0.0810  -0.37
31 O -6.1070 -5.6593 -1.9480  -0.38
32 F -1.4433 -4.3333 0.1120  -0.66
33 C -1.6079 1.5401 -4.9588  -2.03
34 Cl -0.4188 2.1020 -6.1450  0.51
35 Cl -3.1273 2.3968 -5.1997  0.55
36 Cl -1.8663 -0.1810 -5.1635  0.59
37 Cl -0.9899 1.8907 -3.3281  0.50
38 Mg 0.5352 -2.3561 -0.6649  0.65
39 O 4.8701 1.2424 1.1107  -0.27
40 S 5.3962 1.4442 2.4242  0.56
41 O 4.8727 2.4557 3.2869  -0.27
42 O 6.9766 1.6091 2.3236  -0.26
43 C 7.4936 2.6436 1.4624  -0.25
44 C 7.3096 4.0323 2.0435  -0.07
45 C 5.3790 -0.0851 3.2937  -0.12
46 H 7.0393 2.5653 0.4732  0.12
47 H 8.5552 2.4332 1.3486  0.12
48 H 6.2558 4.2943 2.1177  0.07
49 H 7.7977 4.7747 1.4118  0.08
50 H 7.7288 4.0852 3.0482  0.08
51 H 5.8021 -0.8591 2.6602  0.08
52 H 4.3404 -0.3109 3.5239  0.08
53 H 5.9491 0.0270 4.2118  0.07
54 O -3.7147 0.0126 -8.0291  -0.44
55 H -3.6160 -0.0841 -7.0723  -0.20
56 C 5.6152 -2.1156 -3.6061  -0.06
57 C 5.0442 -0.7183 -3.6540  -0.32
58 O 3.7349 -0.9384 -4.1324  0.13
59 C 3.3687 -2.1928 -3.7251  -0.56
60 O 2.2643 -2.5992 -3.7155  0.13
61 O 4.4585 -2.9011 -3.3191  0.06
62 F 5.7165 0.0667 -4.5384  0.07
63 H 6.0340 -2.4185 -4.5672  0.14
64 H 6.3712 -2.2383 -2.8344  0.14
65 H 4.9982 -0.2139 -2.6871  0.17
66 O 0.0853 -5.9129 -1.9598  -0.07
67 H 0.4714 -5.1255 -2.3547  -0.01
68 H 0.4279 -6.6353 -2.4960  0.02
69 C -2.6129 6.7504 3.1974  -0.96
70 O -2.0732 5.9322 2.4369  0.08
71 O -2.2327 7.9530 3.3366  0.12
72 O -3.6128 6.4859 3.9332  0.12

Calculated values
- total charge = -2
- lowest unoccupied orbital energy (eV) = -1.24
- HOMO-LUMO gap (Ha) = 0.04204

***

[4]
Below is a molecular structure, C37H22N11O4SeV, with properties calculated with wB97M-V/def2-TZVPD.

Each line ends with the Löwdin charge.
Geometry (Å):
1 V 0.3788 0.0708 0.2920  1.06
2 C 2.3210 -3.9347 0.4600  -0.06
3 C 2.0901 -2.5695 0.5809  -0.06
4 N 0.8537 -2.0807 0.5126  0.06
5 C -0.1538 -2.9418 0.3136  -0.16
6 C 0.1067 -4.3024 0.1675  -0.02
7 N 1.3338 -4.7916 0.2441  0.13
8 C -1.4907 -2.3365 0.3149  -0.17
9 C -2.6600 -3.0507 0.1228  0.09
10 C -3.8868 -2.3927 0.1990  -0.10
11 C -3.8715 -1.0380 0.5276  0.09
12 C -2.6602 -0.3934 0.7092  -0.17
13 N -1.4892 -1.0219 0.5664  0.06
14 C -2.5367 0.9869 1.2010  -0.17
15 C -3.6070 1.8648 1.3658  -0.03
16 N -3.4577 3.0463 1.9414  0.13
17 C -2.2457 3.3558 2.3789  -0.06
18 C -1.1609 2.5115 2.1779  -0.07
19 N -1.2992 1.3379 1.5707  0.09
20 C -5.1533 -3.1123 -0.0260  -0.18
21 C -6.2104 -2.4987 -0.6934  0.00
22 C -7.3762 -3.2238 -0.8969  -0.11
23 N -7.5403 -4.4693 -0.4738  0.09
24 C -6.5387 -5.0490 0.1716  -0.11
25 C -5.3250 -4.4214 0.4151  0.00
26 H 3.3250 -4.3326 0.5334  0.13
27 H 2.8934 -1.8592 0.7154  0.12
28 H -0.6873 -5.0159 -0.0094  0.13
29 H -2.6353 -4.1077 -0.0959  0.12
30 H -4.8029 -0.5151 0.6861  0.13
31 H -4.6028 1.6143 1.0234  0.13
32 H -2.1238 4.3030 2.8887  0.13
33 H -0.1748 2.7892 2.5232  0.11
34 H -6.1313 -1.4910 -1.0799  0.12
35 H -8.2113 -2.7794 -1.4254  0.12
36 H -6.7075 -6.0627 0.5156  0.12
37 H -4.5555 -4.9430 0.9691  0.12
38 O -0.3578 -0.1611 -1.6459  -0.08
39 C 0.2665 -0.2139 -2.7242  -0.11
40 C 1.6769 -0.1530 -2.8882  -0.10
41 C 2.1917 -0.2217 -4.1983  0.07
42 C 3.5417 -0.1709 -4.3866  -0.12
43 C 4.4292 -0.0532 -3.3102  0.05
44 C 3.9482 0.0106 -2.0275  0.03
45 C 2.5598 -0.0395 -1.7754  -0.29
46 O 2.1430 0.0085 -0.5455  -0.18
47 N 4.0770 -0.2434 -5.7552  -0.36
48 O 5.2772 -0.1949 -5.8760  0.11
49 O 3.2701 -0.3213 -6.6530  0.10
50 H -0.3349 -0.3228 -3.6344  0.16
51 H 1.5330 -0.3133 -5.0520  0.14
52 H 5.4906 -0.0153 -3.5142  0.14
53 H 4.6231 0.1019 -1.1876  0.13
54 Se 4.8710 5.8605 2.5566  1.23
55 N 3.7002 5.6758 1.2285  -0.20
56 C 3.1461 4.5011 1.3635  -0.34
57 C 2.1218 3.9894 0.4689  -0.06
58 C 1.6131 4.7383 -0.5972  0.05
59 C 0.6374 4.1867 -1.3974  0.01
60 C 0.2038 2.8915 -1.1303  -0.07
61 N 0.6819 2.1718 -0.1247  0.02
62 C 1.6218 2.7028 0.6818  -0.15
63 C 2.0769 1.8967 1.8189  -0.15
64 N 1.5220 0.6792 1.9898  0.02
65 C 1.8674 -0.0527 3.0415  -0.08
66 C 2.8014 0.3767 3.9791  0.01
67 C 3.4022 1.6048 3.8031  0.05
68 C 3.0379 2.3900 2.7053  -0.06
69 C 3.6022 3.7087 2.4672  -0.34
70 N 4.5268 4.2438 3.2181  -0.20
71 H 1.9924 5.7365 -0.7704  0.13
72 H 0.2122 4.7339 -2.2261  0.13
73 H -0.5531 2.4158 -1.7413  0.13
74 H 1.3845 -1.0176 3.1342  0.12
75 H 3.0449 -0.2547 4.8211  0.13
76 H 4.1432 1.9791 4.4968  0.13

Calculated values
- expectation value of S² = 2.0118
- multiplicity = 3
- total charge = +2
- lowest unoccupied orbital energy (spin up / spin down) (eV) = -6.44 / -6.71
- HOMO-LUMO gap (spin up / spin down) (Ha) = 0.27746 / 0.26730

***

| no. | electronic energy (eV) |
| --- | --- |
| 1 | -18101.97668 |
| 2 | -17677.81867 |
| 3 | -137930.78566 |
| 4 | -154329.08796 |